1.
This record from the Open Molecules 2025 dataset describes a structure of composition C43H36N4P2SSe2Sm in a non-equilibrium geometry. The level of theory is wB97M-V/def2-TZVPD.

Summary:
**Net charge**: +1
**Max |F|**: 0.0601 hartree/bohr
**Relative energy (zero: lowest compared OMol25 entry of this formula, charge and spin)**: 0.8576 eV
**Kohn-Sham gap (spin up / spin down)**: 6.330 / 6.732 eV
**Lowest unoccupied orbital energy (spin up / spin down)**: -3.602 / -3.201 eV
**2S+1**: 6

CARTESIAN COORDINATES (ANGSTROEM)
Sm  -0.1845  -1.9347  0.0740
C  -5.2199  -5.7479  4.5038
C  -4.4000  -5.2736  3.2695
C  -5.1115  -4.0827  2.5657
C  -4.2799  -6.5009  2.3384
C  -2.9639  -4.8871  3.6800
C  -2.4232  -4.9670  5.0091
C  -1.1784  -4.5286  5.3830
C  -0.3781  -3.9531  4.3736
S  1.2538  -3.3509  4.4608
C  1.1263  -2.8017  2.8585
N  -0.0248  -3.0849  2.2542
C  -0.8897  -3.7654  3.1088
C  -2.1382  -4.2754  2.7728
C  2.2375  -2.0883  2.1738
C  3.3677  -1.6964  2.8472
C  4.4156  -1.1024  2.1437
C  4.3552  -0.9663  0.7417
C  3.1955  -1.3527  0.0852
C  2.1434  -1.9484  0.7801
H  -6.2699  -5.9239  4.1883
H  -5.2635  -5.0457  5.3398
H  -4.7660  -6.6182  4.8457
H  -6.1641  -4.3071  2.4761
H  -4.7856  -3.9076  1.5393
H  -4.9950  -3.1505  3.1261
H  -5.2911  -6.8796  2.1711
H  -3.6932  -7.2866  2.8295
H  -3.7267  -6.2103  1.4446
H  -3.1749  -5.3314  5.7237
H  -0.8748  -4.6944  6.4072
H  -2.5213  -4.0099  1.8113
H  3.4636  -1.9242  3.8839
H  5.3130  -0.8195  2.6280
H  5.1820  -0.5065  0.1820
H  3.0646  -1.2403  -1.0284
Se  -1.2389  4.9566  -1.5676
P  0.5350  4.1335  -0.7434
C  1.8809  3.8744  -1.9180
C  1.7728  4.1428  -3.2580
C  2.8040  3.8797  -4.1787
C  3.9403  3.1579  -3.7636
C  4.0578  2.9117  -2.3692
C  3.0087  3.1950  -1.4542
C  1.1590  5.0292  0.6617
C  0.3002  5.1117  1.7392
C  0.5694  5.9722  2.7738
C  1.7743  6.7019  2.7998
C  2.6841  6.5614  1.8008
C  2.3665  5.7385  0.6740
C  0.3799  2.3983  -0.1654
C  -0.2075  1.3305  -0.7089
N  0.1605  0.3036  0.1516
N  0.8827  0.7823  1.1364
N  1.0369  2.0423  0.9763
P  -1.0088  0.6757  -2.1236
Se  -2.5195  -0.6571  -1.3114
C  0.2394  -0.4527  -2.8029
C  -0.0541  -1.8219  -3.1483
C  0.9615  -2.6198  -3.6604
C  2.2445  -2.0724  -3.8550
C  2.5137  -0.7745  -3.4924
C  1.5240  0.0551  -2.9979
C  -1.4826  1.8371  -3.3695
C  -2.8038  2.2513  -3.4248
C  -3.2708  3.1789  -4.3021
C  -2.3899  3.6749  -5.2393
C  -1.0405  3.2616  -5.2869
C  -0.5847  2.3085  -4.3642
H  0.8548  4.5709  -3.6055
H  2.6470  4.1868  -5.2009
H  4.7413  2.8895  -4.4714
H  4.9274  2.3384  -1.9961
H  2.9458  2.9933  -0.4062
H  -0.5786  4.5181  1.7721
H  -0.0949  6.0267  3.6168
H  1.9293  7.3497  3.6426
H  3.6771  7.0055  1.9130
H  3.0367  5.6410  -0.1837
H  -1.1067  -2.1752  -3.1059
H  0.7520  -3.6291  -3.9478
H  2.9710  -2.7185  -4.3237
H  3.4867  -0.3878  -3.6884
H  1.7003  1.0909  -2.7310
H  -3.4987  1.9357  -2.6339
H  -4.3142  3.5200  -4.2820
H  -2.7596  4.3620  -6.0194
H  -0.3662  3.6085  -6.0778
H  0.4545  1.9694  -4.4706

2.
This record from the Open Molecules 2025 dataset describes a structure of composition C16H20IrN2OP in a non-equilibrium geometry. The level of theory is wB97M-V/def2-TZVPD.

Summary:
**Max |F|**: 0.2545 hartree/bohr
**Kohn-Sham gap (spin up / spin down)**: 2.794 / 5.341 eV
**Lowest unoccupied orbital energy (spin up / spin down)**: 0.211 / -1.969 eV
**2S+1**: 5

CARTESIAN COORDINATES (ANGSTROEM)
C  -0.3105  -1.1581  -4.6685
C  -1.3118  -0.1616  -4.8352
C  -0.8439  1.1181  -4.3419
C  0.5412  0.9388  -3.9551
C  0.8774  -0.4446  -4.1692
Ir  -0.7052  -0.1710  -2.9061
P  0.6128  -2.2517  -2.2908
H  -0.5197  -2.2330  -4.6882
H  -2.2429  -0.2473  -5.2916
H  -1.3082  2.0670  -4.5410
H  1.8981  -0.7925  -3.9930
H  1.1991  1.6479  -3.4646
H  1.9215  -1.9694  -1.7112
H  0.6730  -3.0230  -3.5261
H  -0.2984  -2.7906  -1.3177
C  0.3436  1.6121  3.4923
N  -0.1569  1.5864  2.1274
N  -0.4430  0.4490  1.4661
C  -0.7018  0.7505  0.1170
O  -0.9625  -0.1664  -0.6879
C  -0.7615  2.1742  0.0741
C  -0.3761  2.6229  1.2982
C  -0.1268  4.0128  1.7103
C  -0.1185  -0.8350  2.0092
C  -0.8880  -1.2813  3.0978
C  -0.5937  -2.5106  3.7066
C  0.5369  -3.2309  3.2661
C  1.3048  -2.7924  2.1706
C  0.9698  -1.5900  1.5245
H  1.3349  1.1454  3.5955
H  -0.3688  1.2045  4.2214
H  0.4751  2.6601  3.7713
H  -0.9265  2.7178  -0.8407
H  -0.8164  4.3561  2.4851
H  0.8857  4.2054  2.0827
H  -0.2861  4.6855  0.8562
H  -1.7396  -0.6558  3.4168
H  -1.2500  -2.8820  4.5155
H  0.8143  -4.1475  3.7854
H  2.1631  -3.3758  1.8108
H  1.5054  -1.2439  0.6275

3.
This record from the Open Molecules 2025 dataset describes a structure of composition C8H14O7Ti. The level of theory is wB97M-V/def2-TZVPD.

Summary:
**Net charge**: +2
**Max |F|**: 0.0106 hartree/bohr
**Relative energy (zero: lowest compared OMol25 entry of this formula, charge and spin)**: 0.0000 eV
**Kohn-Sham gap**: 8.835 eV
**Lowest unoccupied orbital energy**: -9.322 eV

CARTESIAN COORDINATES (ANGSTROEM)
Ti  -0.2744  -0.0429  -0.6378
C  2.7525  0.2806  -1.3365
O  1.7152  -0.1818  -0.3944
C  2.1672  -1.2649  0.4941
C  1.2612  -1.2447  1.6993
O  -0.0787  -1.1666  1.1501
C  -1.1776  -0.8847  2.0588
C  -1.4045  0.6088  2.0632
O  -1.3706  1.0378  0.6592
C  -1.9256  2.3863  0.4416
H  3.5663  0.6995  -0.7502
H  3.0877  -0.5657  -1.9324
H  2.2998  1.0432  -1.9624
H  2.0973  -2.2016  -0.0598
H  3.2021  -1.0754  0.7749
H  1.3659  -2.1657  2.2729
H  1.4500  -0.3805  2.3388
H  -2.0352  -1.4228  1.6563
H  -0.9565  -1.2643  3.0556
H  -2.3828  0.8531  2.4766
H  -0.6325  1.1652  2.5964
H  -2.9756  2.3684  0.7224
H  -1.3645  3.0914  1.0511
H  -1.8151  2.6147  -0.6139
O  -1.7383  -1.9563  -3.6424
C  -1.3331  -1.1408  -2.9203
O  -1.0671  -1.3328  -1.5517
C  -0.9545  0.3389  -3.2809
O  -1.1069  0.8801  -4.2979
O  -0.3718  0.9232  -2.1310

4.
This record from the Open Molecules 2025 dataset describes a cluster of 5 separate species, C11H22Cl8O3 in total in a non-equilibrium geometry. The level of theory is wB97M-V/def2-TZVPD.

Summary:
**Max |F|**: 0.1175 hartree/bohr
**Relative energy (zero: lowest compared OMol25 entry of this formula, charge and spin)**: 1.5813 eV
**Kohn-Sham gap**: 10.882 eV
**SMILES**: COC(=O)OC.ClCCCl.ClCCCl.ClCCCl.ClCCCl
**Lowest unoccupied orbital energy**: 0.310 eV

CARTESIAN COORDINATES (ANGSTROEM)
Cl  0.7016  3.5311  10.7804
C  0.2259  3.4594  9.0873
C  0.6777  4.7994  8.4234
Cl  0.2373  4.6066  6.6967
H  -0.8415  3.2427  9.1307
H  0.8389  2.7168  8.5766
H  1.7461  5.0107  8.4677
H  0.1197  5.6331  8.8495
Cl  -2.6129  5.1425  -5.7385
C  -2.4583  5.9889  -4.1175
C  -1.1121  5.9532  -3.3848
Cl  -0.0189  7.0734  -4.3581
H  -3.0862  5.4785  -3.3872
H  -2.9231  6.9747  -4.1313
H  -0.5722  5.0063  -3.3970
H  -1.2548  6.1759  -2.3274
Cl  -8.6036  1.1369  4.8964
C  -7.0360  0.5850  5.0937
C  -6.1093  1.7563  5.5376
Cl  -5.7566  2.8703  4.1497
H  -6.7157  0.0463  4.2020
H  -6.9935  -0.2030  5.8456
H  -5.1005  1.3720  5.6884
H  -6.4605  2.2500  6.4437
Cl  2.4486  -0.9663  2.0203
C  0.6241  -1.0460  1.9872
C  0.2139  -1.1829  0.5524
Cl  -1.4944  -0.8484  0.4602
H  0.1816  -0.1128  2.3359
H  0.3027  -1.8075  2.6978
H  0.3352  -2.2542  0.3921
H  0.7435  -0.5283  -0.1398
C  5.4301  -8.3240  -9.4700
O  5.3487  -7.9298  -8.0698
C  4.9692  -6.7860  -7.7039
O  4.4030  -5.8942  -8.3632
O  5.1640  -6.6837  -6.3570
C  4.6728  -5.5897  -5.5754
H  5.5959  -9.3709  -9.7240
H  6.1751  -7.6305  -9.8598
H  4.5093  -8.0572  -9.9888
H  4.3218  -4.7711  -6.2038
H  5.3857  -4.9862  -5.0136
H  3.7778  -5.8375  -5.0046

5.
This record from the Open Molecules 2025 dataset describes a structure of composition C7H10AlClNO4 in a non-equilibrium geometry. The level of theory is wB97M-V/def2-TZVPD.

Summary:
**Net charge**: -1
**Max |F|**: 0.1323 hartree/bohr
**Relative energy (zero: lowest compared OMol25 entry of this formula, charge and spin)**: 0.0000 eV
**Kohn-Sham gap**: 5.512 eV
**Lowest unoccupied orbital energy**: 3.249 eV

CARTESIAN COORDINATES (ANGSTROEM)
C  -0.1145  -2.3465  0.4279
C  -1.3249  -2.0189  1.0848
C  -1.0930  -0.9735  2.0087
C  0.2982  -0.5961  1.9349
C  0.9256  -1.4858  0.9247
Al  0.2779  0.3172  0.0792
N  0.3973  -0.0795  -1.9202
C  -0.6631  0.3498  -2.6977
C  -1.3151  0.8455  -1.3216
H  -1.7951  -0.5862  2.7438
H  -2.2637  -2.5592  0.9723
H  0.8501  -0.0450  2.6982
H  2.0001  -1.6631  0.8391
H  0.0412  -3.1714  -0.2651
H  -2.2119  0.2689  -1.0621
H  -1.2540  -0.4392  -3.1887
H  1.2790  -0.1406  -2.4313
H  -1.4833  1.9261  -1.3120
H  -0.4395  1.1943  -3.3769
O  2.0869  1.0368  0.0986
Cl  1.6419  2.3149  0.7991
O  2.2079  2.4082  2.0984
O  1.8308  3.4408  -0.0395
O  0.1211  2.0024  0.9052

6.
This record from the Open Molecules 2025 dataset describes a structure of composition C29H28BFeN9OS3. The level of theory is wB97M-V/def2-TZVPD.

Summary:
**Net charge**: +1
**Max |F|**: 0.0190 hartree/bohr
**Kohn-Sham gap (spin up / spin down)**: 6.205 / 6.031 eV
**Lowest unoccupied orbital energy (spin up / spin down)**: -3.402 / -3.564 eV
**2S+1**: 2

CARTESIAN COORDINATES (ANGSTROEM)
Fe  -0.3774  0.1060  0.0091
C  -3.2201  -1.0799  2.8392
C  -2.7414  -1.0538  1.5345
N  -1.5437  -0.4638  1.5059
N  -1.2379  -0.1095  2.7663
C  -2.2282  -0.4711  3.5885
B  0.0890  0.6363  3.0051
N  1.2252  -0.1632  2.3244
C  2.2825  -0.7912  2.8477
C  3.0635  -1.2866  1.8158
C  2.3912  -0.9151  0.6592
N  1.2965  -0.2281  0.9727
N  -0.0339  1.9607  2.2288
C  0.1142  3.2300  2.6217
C  -0.1036  4.0529  1.5295
C  -0.3781  3.1748  0.4841
N  -0.3389  1.9165  0.9228
H  -4.1405  -1.5093  3.1914
H  -3.1812  -1.4511  0.6346
H  -2.1564  -0.2767  4.6454
H  0.3035  0.8182  4.1634
H  2.4171  -0.8313  3.9157
H  3.9834  -1.8369  1.8948
H  2.6370  -1.1051  -0.3722
H  0.3520  3.4596  3.6468
H  -0.0699  5.1271  1.4957
H  -0.6494  3.3926  -0.5381
C  -3.4937  -4.6252  -0.9744
S  -2.2264  -4.7677  0.3083
C  -1.1607  -3.4285  -0.0266
S  0.2291  -3.4059  0.9340
N  -1.4925  -2.6290  -1.0260
N  -0.7805  -1.4902  -1.2106
C  -0.5166  -1.2202  -2.4423
C  0.2018  0.0061  -2.7348
C  0.4505  0.4538  -4.0237
C  1.1529  1.6356  -4.1929
C  1.6083  2.3157  -3.0725
C  1.3220  1.8050  -1.8202
N  0.6153  0.6882  -1.6507
H  -3.9557  -5.6063  -1.0645
H  -3.0326  -4.3478  -1.9187
H  -4.2470  -3.8888  -0.7000
H  -0.7841  -1.9180  -3.2270
H  0.1034  -0.1245  -4.8686
H  1.3586  2.0118  -5.1859
H  2.1839  3.2258  -3.1589
H  1.6829  2.2851  -0.9192
O  -1.9674  0.8912  -0.9749
S  -3.2131  1.4936  -0.3342
C  -3.4740  2.9971  -1.2475
C  -3.8911  4.1165  -0.5466
C  -4.0987  5.3024  -1.2400
C  -3.8716  5.3516  -2.6064
C  -3.4373  4.2210  -3.2934
C  -3.2378  3.0319  -2.6157
C  -4.5613  0.5108  -0.9705
C  -5.8513  0.8397  -0.5760
C  -6.9061  0.0728  -1.0405
C  -6.6635  -1.0115  -1.8764
C  -5.3672  -1.3334  -2.2487
C  -4.2999  -0.5693  -1.7948
H  -4.0420  4.0666  0.5250
H  -4.4277  6.1857  -0.7099
H  -4.0300  6.2768  -3.1441
H  -3.2636  4.2705  -4.3599
H  -2.9008  2.1400  -3.1297
H  -6.0320  1.6819  0.0818
H  -7.9179  0.3173  -0.7471
H  -7.4914  -1.6094  -2.2332
H  -5.1800  -2.1836  -2.8911
H  -3.2822  -0.8153  -2.0621